Entry 1:
129
Properties=species:S:1:pos:R:3:forces:R:3:mulliken_charge:R:1 method="wB97M-V/def2-TZVPD" charge=+1 homo_lumo_gap_ev=6.4 lumo_energy_ha=-0.1430
C 1.968662 -0.878926 1.855465 -0.808 1.067 -1.873 -1.146
C 1.025491 -0.558091 0.795583 2.093 -0.817 1.890 0.391
C 1.594251 -0.651088 -0.687290 -1.156 1.428 1.037 0.191
C 0.656051 -0.057817 -1.842671 2.525 -0.697 -0.558 -1.485
N -0.802560 -0.384153 -1.910250 -2.343 1.926 -3.052 0.463
C -1.733967 -1.154084 -1.038942 -0.191 -0.578 1.933 0.136
C -1.265525 -2.627023 -0.627410 -1.031 -0.553 0.451 -0.002
C -1.987322 -2.950344 0.803701 -0.684 0.721 -0.221 -0.574
S -0.794538 -3.154233 2.213105 -0.240 0.609 0.124 -0.153
C -1.342161 0.235621 -2.983585 2.518 0.467 -0.029 0.113
S -0.078848 1.227985 -3.938962 -2.222 -1.454 1.682 -0.161
C 0.894323 1.478102 -2.328840 -0.513 -1.302 -0.582 1.036
C 0.104013 2.674848 -1.637332 -0.517 1.234 0.581 -1.740
C -0.709673 2.326651 -0.308719 -0.482 0.361 0.561 1.878
C -1.385853 3.647178 0.361210 0.354 0.139 -1.922 -0.369
C -2.946728 3.507406 0.649665 -0.257 1.680 0.414 -1.104
N -3.334993 2.518405 1.696255 1.208 -1.079 0.729 0.473
C -4.017731 1.314936 1.154424 -0.994 -0.387 -0.644 -0.483
C -2.262151 2.197672 2.637275 1.847 -1.821 0.454 0.229
C -1.864776 3.179079 3.863712 -0.256 -0.537 -0.568 -0.665
O -1.627175 1.110753 2.550378 -2.203 2.780 0.130 -0.477
C 2.415234 1.634673 -2.813444 0.862 0.594 -0.231 -0.044
C 3.262419 2.763738 -2.064826 -0.756 0.737 -0.185 -0.183
C 3.304397 2.642263 -0.467091 1.138 0.482 0.079 0.291
C 4.592828 1.878046 0.108393 2.711 -1.016 2.220 0.631
C 5.197087 0.578771 -0.469589 1.173 0.755 1.972 0.188
C 6.421248 -0.167195 0.110260 -1.581 3.450 1.725 -0.672
C 7.110328 0.413847 1.364444 -3.113 1.476 -1.793 -0.563
C 6.549557 1.726220 1.956457 -1.530 -2.064 -2.068 -0.637
C 5.307812 2.490599 1.360732 0.363 -4.651 -1.550 -0.913
H 2.888579 -0.190436 1.969464 -0.620 -2.115 -1.051 0.194
H 1.880927 -1.796313 2.522646 -0.714 2.152 0.089 0.199
H -0.041351 -0.306211 1.099435 1.003 -1.615 -0.951 0.029
H 1.769287 -1.763849 -0.926594 -0.197 1.796 0.469 0.660
H 2.589936 -0.085573 -0.703270 -1.243 -0.964 -0.174 -0.850
H 1.054636 -0.627135 -2.774415 -0.540 0.860 1.324 0.466
H -2.774424 -1.202306 -1.515311 1.642 0.193 0.381 0.423
H -1.858822 -0.544118 -0.062887 0.356 -0.922 -1.559 -0.754
H -1.658239 -3.424741 -1.354983 0.584 1.400 0.752 0.458
H -0.140582 -2.781728 -0.554542 -1.529 0.499 0.049 0.098
H -2.718557 -2.116922 1.113716 1.134 -1.110 -0.626 -0.184
H -2.626804 -3.915685 0.742909 1.273 2.165 0.293 0.450
H -0.614947 -1.861602 2.732555 -0.530 -1.112 -0.860 0.125
H -2.417531 0.242856 -3.347971 1.485 -0.533 0.840 0.489
H -0.662543 3.074074 -2.404824 1.308 -0.523 1.279 0.414
H 0.764897 3.592716 -1.393276 -0.722 -1.681 -0.448 0.304
H -0.005816 1.905126 0.483499 -1.049 0.071 -1.180 -0.198
H -1.601933 1.626024 -0.530246 1.728 0.841 0.417 -0.790
H -1.280518 4.472803 -0.446023 -0.293 -1.057 1.375 0.548
H -0.749164 3.995889 1.238653 -1.142 -0.513 -0.942 0.047
H -3.575272 3.269822 -0.284458 1.268 0.263 1.243 0.355
H -3.322119 4.543407 1.007307 0.643 -1.501 -0.652 0.305
H -4.974176 1.678700 0.619572 1.482 -0.532 0.882 0.249
H -4.360754 0.572252 1.962528 0.772 1.303 -1.077 0.317
H -3.410115 0.748133 0.369461 -0.657 0.621 1.049 0.027
H -1.037047 2.672261 4.487713 -1.467 0.645 -1.185 0.294
H -2.802774 3.332409 4.509223 1.479 0.017 -1.050 -0.011
H -1.440715 4.163417 3.474935 -0.866 -1.155 0.523 0.258
H 2.374795 1.934884 -3.930328 0.312 -0.539 1.760 0.530
H 3.011681 0.647519 -2.733623 -1.319 1.395 -0.235 0.228
H 2.747472 3.771899 -2.299836 0.843 -1.607 0.310 -0.610
H 4.310031 2.848742 -2.540965 -1.591 -0.363 0.931 0.483
H 2.312160 2.243328 -0.048377 1.480 0.275 -0.579 -0.247
H 3.392008 3.724590 -0.066916 -0.139 -1.734 -0.531 0.374
H 4.703430 0.114222 -1.388497 0.816 0.751 1.381 0.070
H 6.772365 -1.135132 -0.367170 -0.518 1.512 0.701 0.352
H 7.996867 -0.166789 1.810726 -1.573 1.313 -0.625 0.332
H 7.073554 2.143512 2.877814 -0.919 -0.704 -1.341 0.532
H 4.962718 3.465079 1.851128 0.148 -2.073 -0.884 0.582
C -2.611508 -6.975549 -1.063774 0.240 -0.271 -0.009 0.298
Cl -3.265719 -8.398176 -0.225168 0.523 0.848 -1.006 -0.096
Cl -1.324176 -7.482482 -2.179461 -0.836 0.480 0.638 -0.009
Cl -3.911408 -6.183980 -1.982101 1.034 0.002 0.073 -0.088
Cl -1.943389 -5.838120 0.130725 -0.010 -1.053 -0.393 -0.123
C -7.227931 -1.657058 0.493588 -0.262 -0.004 0.127 0.113
Cl -5.486707 -2.002575 0.599517 -0.134 -0.002 -0.042 0.006
Cl -7.980823 -1.917669 2.079803 0.206 0.059 -0.333 -0.088
Cl -7.469233 0.030190 -0.007544 0.052 -0.261 0.041 -0.094
Cl -7.971637 -2.738032 -0.701519 -0.008 -0.110 1.391 0.004
C -5.425166 -10.342354 3.108684 -0.082 -0.219 0.110 0.323
Cl -4.568741 -10.166645 4.654691 -0.139 -0.011 -0.295 -0.099
Cl -4.418429 -9.688196 1.796600 -0.611 -0.466 1.059 -0.058
Cl -5.752165 -12.061475 2.804190 0.055 0.309 0.050 -0.093
Cl -6.959725 -9.450200 3.176511 0.275 -0.130 -0.040 -0.092
C 0.386549 -8.263825 -5.649654 -0.025 0.013 -0.089 0.396
Cl -1.243236 -7.865333 -6.233236 0.268 -0.065 0.124 -0.086
Cl 1.421745 -6.823401 -5.752830 -0.155 -0.222 0.033 -0.103
Cl 0.293655 -8.806022 -3.960006 0.397 -0.021 -0.871 -0.104
Cl 1.073800 -9.560086 -6.650379 -0.125 0.237 0.194 -0.104
C 7.368541 5.774245 0.756464 0.389 0.226 0.342 0.228
Cl 9.060956 5.913700 0.233936 -0.309 0.010 0.045 -0.111
Cl 6.298021 5.928527 -0.654903 0.084 -0.085 0.167 -0.084
Cl 7.111266 4.187674 1.521716 1.594 2.366 -0.810 -0.063
Cl 7.000839 7.063918 1.922810 0.019 -0.205 -0.200 -0.025
C 2.489973 -12.384517 -2.446770 0.064 -0.113 -0.059 0.297
Cl 1.933053 -11.460912 -3.858691 0.287 -0.458 0.308 -0.033
Cl 4.166283 -11.934285 -2.068490 -0.286 -0.063 -0.060 -0.095
Cl 1.449570 -12.018782 -1.053432 0.142 -0.030 -0.216 -0.095
Cl 2.409936 -14.122173 -2.805710 0.009 0.310 0.079 -0.094
C -8.394997 -6.616833 -1.942517 -0.149 -0.048 -0.005 0.209
Cl -6.667029 -6.229586 -1.774446 -1.023 -0.178 0.077 0.029
Cl -9.210967 -5.315113 -2.835378 0.076 -0.219 0.128 -0.063
Cl -8.574083 -8.144501 -2.829729 0.060 0.301 0.166 -0.102
Cl -9.125041 -6.778122 -0.331274 0.155 0.058 -0.271 -0.083
C 1.362147 6.254992 -4.350627 0.053 0.319 -0.110 0.245
Cl 2.254561 6.428340 -2.823441 -0.149 -0.016 -0.196 -0.062
Cl 2.345384 6.887979 -5.685684 -0.212 -0.185 0.306 -0.078
Cl 1.006182 4.535645 -4.640543 0.004 0.157 0.001 -0.042
Cl -0.159889 7.163890 -4.252138 0.281 -0.229 0.003 -0.093
C 7.574148 7.957462 6.110846 0.094 0.017 0.078 0.316
Cl 9.249639 8.541593 6.051407 -0.341 -0.135 0.010 -0.062
Cl 7.540101 6.218082 5.747914 -0.004 0.249 0.030 -0.080
Cl 6.906259 8.237339 7.732597 0.101 -0.051 -0.299 -0.093
Cl 6.598265 8.831365 4.909851 0.113 -0.084 0.193 -0.082
C 9.688884 11.315383 2.768527 0.045 0.001 -0.004 0.293
Cl 10.571160 11.464826 4.303160 -0.139 0.004 -0.265 -0.086
Cl 10.682614 11.968166 1.448833 -0.176 -0.112 0.228 -0.098
Cl 9.334175 9.603446 2.451697 0.073 0.287 0.010 -0.013
Cl 8.166558 12.225729 2.869860 0.232 -0.161 -0.004 -0.095
C -7.630098 -1.976281 -5.041722 -0.054 -0.119 -0.109 0.205
Cl -6.856696 -0.416526 -5.403064 -0.088 -0.181 0.045 -0.121
Cl -9.311061 -1.950039 -5.613783 0.326 -0.002 0.122 -0.097
Cl -6.745119 -3.280483 -5.862515 -0.124 0.200 0.126 -0.089
Cl -7.606100 -2.257045 -3.285982 0.173 0.421 -1.382 0.136
C -5.737268 3.749187 6.146918 -0.100 0.041 0.152 0.287
Cl -5.492030 2.517016 4.889770 -0.062 0.136 0.123 -0.027
Cl -4.817362 3.303304 7.599351 -0.139 0.073 -0.283 -0.081
Cl -5.173182 5.324326 5.548726 -0.065 -0.256 0.067 -0.092
Cl -7.464205 3.851110 6.546977 0.341 -0.025 -0.098 -0.103

---

Entry 2:
90
Properties=species:S:1:pos:R:3:forces:R:3:mulliken_spin:R:1 method="wB97M-V/def2-TZVPD" charge=+1 e_above_lowest_kcal_mol=15.28 homo_lumo_gap_ev="5.7 / 7.7" multiplicity=5 lumo_energy_ha="-0.1699 / -0.1067"
Mn -0.046922 -0.086958 0.517952 0.022 -1.237 0.084 3.997
N 2.406695 1.996388 0.797979 -0.116 -0.177 -0.037 -0.002
P 2.441372 0.277564 0.839531 -0.248 0.420 -0.144 -0.069
C 3.248397 -0.091882 2.407878 0.158 -0.147 -0.058 -0.021
C 4.391624 0.623464 2.767577 -0.019 -0.006 -0.042 -0.003
C 5.063861 0.306861 3.932208 0.011 -0.013 0.056 -0.001
C 4.611168 -0.734762 4.735278 -0.003 -0.002 -0.006 0.000
C 3.488192 -1.459607 4.370970 0.029 0.016 0.023 -0.002
C 2.805998 -1.137247 3.206146 -0.083 -0.039 0.011 -0.007
C 3.611739 -0.227215 -0.434220 0.046 0.064 0.019 0.000
C 4.197239 0.667027 -1.326595 -0.019 -0.002 -0.041 -0.007
C 5.093803 0.209354 -2.280644 -0.020 -0.037 0.007 0.001
C 5.405342 -1.139628 -2.349818 0.019 0.017 -0.025 -0.004
C 4.827074 -2.033531 -1.460317 -0.004 -0.015 -0.004 0.002
C 3.934981 -1.581256 -0.504460 0.012 -0.059 0.030 0.002
P 0.832016 2.449513 1.383570 -0.180 0.042 -0.114 0.075
C 0.499054 3.966023 0.458922 -0.067 0.053 0.036 0.009
C 1.496252 4.866931 0.088717 0.055 -0.017 0.026 -0.001
C 1.164774 6.015393 -0.609700 -0.009 0.012 -0.015 0.001
C -0.161807 6.279409 -0.927381 -0.012 0.023 -0.014 0.000
C -1.160819 5.397690 -0.544647 0.028 -0.002 0.005 0.002
C -0.829098 4.239554 0.143339 -0.045 -0.001 0.002 0.009
C 1.120923 2.978588 3.087836 0.095 0.106 -0.018 -0.020
C 0.006456 3.109986 3.912825 -0.034 -0.040 0.023 0.003
C 0.154797 3.563995 5.213516 0.014 -0.008 0.005 0.001
C 1.417903 3.873644 5.697605 0.018 0.015 0.035 0.002
C 2.531508 3.736165 4.881138 -0.006 -0.016 -0.016 -0.001
C 2.384930 3.293874 3.575723 -0.007 0.008 -0.012 0.004
H 2.548400 2.370809 -0.135194 0.132 0.068 0.044 -0.003
H 4.751095 1.424532 2.133304 -0.009 0.005 -0.013 0.000
H 5.945560 0.865322 4.216791 0.009 0.001 -0.010 0.000
H 5.143368 -0.983301 5.643642 -0.001 0.001 0.013 0.000
H 3.142046 -2.273576 4.993253 -0.010 -0.013 0.005 0.000
H 1.923363 -1.696867 2.924749 0.029 0.014 -0.010 0.007
H 3.985510 1.727479 -1.295056 -0.023 0.009 0.019 0.000
H 5.548311 0.909036 -2.968200 0.003 0.013 -0.008 0.000
H 6.102411 -1.495426 -3.096243 0.007 0.001 -0.007 0.000
H 5.071025 -3.085624 -1.511399 0.001 -0.015 0.005 0.000
H 3.499143 -2.289277 0.190620 -0.023 0.017 0.026 0.000
H 2.530598 4.684349 0.357554 0.000 -0.007 0.009 0.000
H 1.939734 6.712508 -0.898081 0.009 0.007 -0.007 0.000
H -0.415558 7.179634 -1.470862 -0.002 0.004 -0.002 0.000
H -2.195278 5.604524 -0.783011 -0.015 0.005 -0.004 0.000
H -1.612062 3.552903 0.444896 0.011 -0.016 -0.010 0.003
H -0.981491 2.856371 3.543578 0.001 -0.002 -0.029 0.002
H -0.712553 3.670223 5.850840 -0.010 0.007 0.005 0.000
H 1.536364 4.223833 6.714446 -0.009 -0.003 0.005 0.000
H 3.515727 3.978047 5.259415 0.009 0.005 0.011 0.000
H 3.249025 3.189261 2.933920 0.005 0.012 -0.009 -0.001
C -1.838024 -6.737623 0.437055 0.005 0.049 0.077 0.000
Si -1.136377 -5.582235 -0.867531 0.077 -0.056 -0.075 -0.008
C -1.843224 -6.008314 -2.542246 0.007 0.064 -0.001 0.000
C 0.716533 -5.778471 -0.870890 -0.053 -0.032 -0.039 0.007
C -1.775776 -3.843874 -0.429158 -0.110 -0.085 0.056 -0.012
C -3.156701 -3.739330 -0.301630 -0.073 0.110 -0.004 0.005
C -3.785793 -2.548965 0.065380 0.115 -0.045 -0.049 -0.002
C -2.982057 -1.457450 0.298171 -0.187 0.107 0.005 0.018
N -1.657114 -1.521502 0.165696 0.193 0.146 0.083 -0.008
C -1.043713 -2.669203 -0.181112 0.079 -0.036 -0.070 0.014
S 0.690437 -2.511870 -0.193905 0.065 -0.057 0.043 0.124
H -1.864513 -7.764800 0.070708 0.036 -0.028 -0.038 0.000
H -2.852379 -6.479382 0.745696 -0.019 0.005 -0.024 0.000
H -1.204245 -6.735335 1.327849 -0.017 0.017 0.034 0.000
H -1.553857 -7.018962 -2.834879 0.019 -0.024 0.008 0.000
H -1.473231 -5.320381 -3.304500 0.000 0.006 -0.017 0.000
H -2.933484 -5.962447 -2.554321 -0.021 0.010 0.010 0.000
H 0.927197 -6.830115 -1.083736 0.043 -0.016 -0.003 0.001
H 1.162025 -5.528906 0.091600 0.003 -0.005 0.022 -0.002
H 1.203438 -5.168868 -1.630168 -0.004 0.017 -0.027 0.000
H -3.776018 -4.609795 -0.490735 -0.010 -0.025 0.008 -0.001
H -4.859397 -2.474489 0.155113 -0.013 0.001 0.016 0.000
H -3.391994 -0.500171 0.603230 0.019 0.014 -0.019 -0.006
O -0.158794 0.383054 -1.362255 0.244 0.320 0.315 -0.028
N -1.225745 0.987768 -0.915744 -0.536 0.180 -0.129 -0.001
C -2.154051 1.377712 -1.717996 0.383 0.008 -0.132 -0.003
C -3.301610 1.994365 -1.123998 -0.111 0.004 -0.035 0.004
N -4.227353 2.472996 -0.641799 0.029 0.012 0.042 -0.001
C -2.054414 1.219846 -3.140159 -0.039 0.021 -0.035 0.005
N -1.976766 1.086052 -4.277206 0.012 -0.004 0.001 -0.001
C -2.801076 -3.336254 4.290834 -0.028 0.012 0.001 -0.001
N -2.256046 -2.057197 3.869289 0.098 -0.018 -0.033 -0.002
C -1.168886 -1.921942 3.121167 -0.012 0.062 0.070 0.029
N -0.493216 -2.988535 2.729564 -0.038 0.026 -0.023 0.003
S -0.632583 -0.300789 2.801645 0.169 0.242 0.098 -0.107
H -3.740054 -3.157265 4.805213 0.009 -0.009 0.013 0.000
H -2.121257 -3.850926 4.971671 0.007 -0.016 -0.012 0.000
H -3.006988 -3.966179 3.422751 -0.009 -0.012 0.009 0.000
H -2.695476 -1.202758 4.170527 -0.034 -0.010 -0.027 -0.001
H -0.881642 -3.911216 2.854420 0.000 -0.001 0.019 0.001
H 0.206190 -2.878420 1.983495 -0.049 -0.023 0.013 -0.004